Molecular formula: C40H46BrClHfN3O3S3SiTe
Method: DFT, ωB97M-V with the def2-TZVPD basis set

Summary:
- charge = -1
- E_tot (eV) = -184384.57414
- frontier orbital gap (alpha / beta) (eV) = 2.3 / 2.3
- strongest force on any atom (eV/A) = 7.29
- molar mass (g mol⁻¹) = 1162.6
- LUMO energy (alpha / beta) (eV) = 0.73 / 0.74

Last column: Löwdin charge in e.
Element x y z (Å)
Hf  -13.6503  -13.1579  11.7023  1.57
N  -15.3974  -12.1426  12.7252  -0.05
C  -16.0764  -13.2817  13.4958  -0.21
C  -15.0567  -13.8483  14.4569  -0.18
N  -13.7913  -14.0773  13.7042  -0.14
C  -13.3084  -15.5717  13.6879  -0.12
C  -12.6167  -15.8450  12.3334  -0.21
N  -11.9696  -14.5872  11.9652  -0.05
H  -16.0545  -11.7436  12.0718  0.10
H  -15.2149  -11.3717  13.3926  0.11
H  -16.9631  -12.9917  14.1465  0.14
H  -16.3600  -14.0269  12.7648  0.08
H  -14.9547  -13.1438  15.3415  0.15
H  -15.4140  -14.8566  14.7609  0.13
H  -13.0410  -13.6199  14.1916  0.11
H  -12.6761  -15.8511  14.5097  0.08
H  -14.2297  -16.1462  13.7424  0.11
H  -11.8348  -16.6228  12.5552  0.14
H  -13.3209  -16.2387  11.5638  0.10
H  -11.2578  -14.2102  12.5991  0.04
H  -11.5171  -14.6211  11.0884  0.09
Te  -9.2537  -15.1186  14.8425  0.48
C  -8.9528  -17.1604  14.8658  -0.81
C  -8.1481  -17.8732  13.9902  -0.18
C  -8.0308  -19.2473  13.9862  -0.14
C  -8.6663  -19.9902  14.9188  -0.14
C  -9.4656  -19.3257  15.8876  -0.12
C  -9.5989  -17.9573  15.8067  -0.23
H  -7.5316  -17.1940  13.3072  0.11
H  -7.3710  -19.6566  13.2475  0.09
H  -8.7360  -21.1240  14.8464  0.11
H  -10.0713  -19.8393  16.7017  0.11
H  -10.2817  -17.4319  16.4754  0.06
C  -13.4978  -10.3548  8.0600  -0.16
Si  -11.8881  -11.0867  8.7742  0.57
C  -11.3704  -12.4009  7.5152  -0.13
C  -10.5691  -9.8320  9.1657  -0.14
H  -13.9013  -9.5310  8.6497  0.02
H  -14.3573  -11.0045  7.8806  -0.01
H  -13.1689  -10.0116  7.0680  0.04
H  -12.1117  -12.3466  6.7522  0.01
H  -11.2058  -13.3994  7.8854  0.03
H  -10.4422  -12.0333  7.0629  0.04
H  -10.7491  -9.0072  8.3931  0.06
H  -9.5759  -10.2435  8.9792  0.05
H  -10.5434  -9.3003  10.1234  0.04
Cl  -5.9470  -13.7831  9.3769  0.57
C  -6.0069  -14.2095  7.6654  -0.63
C  -5.9964  -13.2820  6.6569  -0.18
C  -6.1349  -13.6589  5.3152  -0.20
C  -6.2772  -14.9670  4.9704  -0.20
C  -6.3059  -15.9450  5.8916  -0.11
C  -6.0621  -15.6240  7.2990  -0.40
C  -6.0479  -16.6378  8.2415  -0.11
H  -5.8691  -12.2405  6.8748  0.08
H  -6.1085  -12.8330  4.6446  0.05
H  -6.4491  -15.3036  3.9482  0.09
H  -6.5731  -16.9685  5.7174  0.08
H  -6.3279  -17.6545  7.9409  0.00
H  -5.7455  -16.3586  9.2689  -0.02
O  -14.4668  -14.2674  10.3527  -0.33
C  -15.2119  -15.1079  9.3814  -0.50
C  -16.3239  -14.1993  8.7793  -0.43
C  -16.0240  -13.1934  7.9051  -0.19
C  -17.1179  -12.5847  7.2244  -0.19
C  -18.3130  -13.1731  7.5470  -0.42
S  -18.0878  -14.4987  8.6411  1.00
C  -14.2920  -15.6183  8.3147  -0.55
C  -12.9657  -16.0254  8.5139  -0.11
C  -12.4192  -16.4966  7.2973  -0.16
C  -13.3302  -16.5020  6.2585  -0.38
S  -14.9122  -16.0376  6.7560  1.06
C  -15.8431  -16.2760  10.1054  -0.47
C  -16.8022  -16.3250  11.0878  -0.13
C  -17.1890  -17.7210  11.4167  -0.17
C  -16.5709  -18.6406  10.6156  -0.38
S  -15.3037  -17.8897  9.6761  1.06
H  -14.9607  -12.9963  7.6266  0.12
H  -16.9309  -11.7630  6.5079  0.11
H  -19.3370  -12.8528  7.1368  0.10
H  -12.3982  -15.8169  9.4403  0.11
H  -11.3955  -16.8382  7.2137  0.11
H  -13.1872  -16.6890  5.1956  0.07
H  -17.3357  -15.4708  11.4763  0.08
H  -17.9796  -17.9410  12.0953  0.08
H  -16.7685  -19.7357  10.4970  0.08
Br  -6.8203  -9.7905  14.3184  0.73
C  -8.0804  -10.4719  13.1294  -0.69
C  -8.1095  -11.5227  12.1794  -0.10
C  -9.2728  -12.0324  11.6486  -0.03
C  -10.5040  -11.3226  11.7441  -0.23
C  -10.4418  -10.2562  12.6086  -0.09
C  -9.3164  -9.7808  13.2091  -0.17
C  -11.8084  -11.7442  11.4723  -0.70
O  -12.7055  -11.5046  12.3436  -0.22
O  -12.1989  -12.1076  10.2109  -0.24
H  -7.1762  -12.0041  11.9006  0.10
H  -9.1382  -12.9434  11.0427  0.12
H  -11.3512  -9.7424  12.8735  0.11
H  -9.5142  -8.8974  13.8338  0.10

***

Molecular formula: C24H17ClCuN3O10
Method: DFT, ωB97M-V with the def2-TZVPD basis set

Summary:
- charge = -1
- ⟨S²⟩ = 0.76
- E_tot (eV) = -107264.42860
- frontier orbital gap (alpha / beta) (eV) = 6.8 / 6.8
- strongest force on any atom (eV/A) = 1.15
- molar mass (g mol⁻¹) = 606.4
- LUMO energy (alpha / beta) (eV) = 1.57 / 1.57
- spin multiplicity = 2

Last column: Löwdin charge in e.
Element x y z (Å)
Cu  -0.7688  -0.4659  -0.3093  0.68
C  2.6106  -0.7296  0.0446  -0.06
O  1.4805  -0.2531  0.7682  -0.11
C  1.5187  1.0162  1.2453  -0.23
C  2.6803  1.7499  1.4503  -0.01
C  2.5986  3.0355  1.9695  -0.09
C  1.3713  3.5970  2.2832  -0.10
C  0.2103  2.8691  2.0739  -0.01
C  0.2806  1.5864  1.5579  -0.16
N  -0.8536  0.7888  1.2677  0.02
N  -1.9054  1.0855  1.8845  0.13
C  -3.0171  0.3028  1.7395  -0.14
C  -2.9495  -1.0353  1.2753  -0.32
O  -1.8955  -1.5937  0.8133  -0.06
C  -4.1392  -1.8418  1.4111  0.01
C  -5.2882  -1.3374  1.9062  -0.03
C  -5.3841  0.0180  2.3571  -0.18
C  -6.5863  0.5336  2.8740  -0.05
C  -6.6626  1.8274  3.3224  -0.11
C  -5.5224  2.6434  3.2582  -0.09
C  -4.3412  2.1643  2.7495  -0.03
C  -4.2392  0.8360  2.2878  -0.10
H  3.4385  -0.9442  0.7252  0.09
H  2.2764  -1.6339  -0.4532  0.05
H  2.9152  0.0039  -0.7039  0.10
H  3.6418  1.3263  1.2036  0.10
H  3.5086  3.6031  2.1195  0.10
H  1.3145  4.6056  2.6707  0.10
H  -0.7630  3.2885  2.2854  0.10
H  -4.0611  -2.8652  1.0682  0.12
H  -6.1727  -1.9623  1.9702  0.11
H  -7.4556  -0.1136  2.9108  0.11
H  -7.5910  2.2191  3.7178  0.09
H  -5.5761  3.6680  3.6057  0.10
H  -3.4724  2.8042  2.6911  0.10
O  0.1775  3.0627  -2.0842  -0.31
Cl  -0.4189  1.7711  -2.1946  0.70
O  -0.4009  1.3040  -3.5405  -0.31
O  0.3908  0.8342  -1.3535  -0.38
O  -1.7518  1.7587  -1.6512  -0.33
O  0.9373  -2.4274  -1.3615  0.01
C  -0.0626  -2.3270  -2.0738  -0.56
O  -1.0694  -1.5767  -1.8480  -0.06
C  -0.1519  -3.1429  -3.3452  -0.10
C  -1.3703  -3.3162  -3.9908  0.01
C  -1.4488  -4.0790  -5.1441  0.01
C  -0.2848  -4.6426  -5.6384  -0.15
C  0.9452  -4.4747  -5.0245  0.00
C  0.9998  -3.7237  -3.8634  0.00
N  -0.3573  -5.4547  -6.8643  -0.36
O  -1.4367  -5.5571  -7.4165  0.06
O  0.6862  -5.8620  -7.3401  0.06
H  -2.2476  -2.8364  -3.5804  0.12
H  -2.3835  -4.2357  -5.6604  0.12
H  1.8261  -4.9283  -5.4524  0.11
H  1.9313  -3.5791  -3.3339  0.12

***

Molecular formula: C34H72BN9O4RbSSi2Te
Method: DFT, ωB97M-V with the def2-TZVPD basis set

Summary:
- charge = -1
- E_tot (eV) = -93243.98508
- frontier orbital gap (eV) = 6.6
- strongest force on any atom (eV/A) = 2.59
- molar mass (g mol⁻¹) = 983.1
- LUMO energy (eV) = 2.08

Last column: Löwdin charge in e.
Element x y z (Å)
Rb  0.8467  -0.4759  0.3463  0.79
C  3.1120  0.6679  -5.3883  -0.08
C  2.3222  0.7382  -4.0774  -0.37
C  1.1648  -0.2391  -4.1207  -0.10
C  3.2447  0.5048  -2.9118  -0.29
C  4.4153  1.2397  -2.6472  -0.03
C  4.9486  0.6366  -1.5381  -0.10
N  4.1398  -0.3721  -1.1700  -0.04
N  3.0827  -0.4604  -2.0115  0.12
B  4.5412  -1.3201  0.0137  -0.51
N  4.4948  -0.5015  1.3447  -0.03
C  5.5625  0.0751  1.9088  -0.10
C  5.1679  0.6810  3.0812  -0.02
C  3.7966  0.4100  3.1611  -0.30
N  3.3922  -0.3070  2.1133  0.09
C  2.8633  0.8010  4.2752  -0.36
C  2.4058  2.2549  4.1288  -0.06
C  1.6763  -0.1445  4.3868  -0.07
N  3.7968  -2.6653  0.1072  -0.03
C  4.4412  -3.8451  0.0460  -0.09
C  3.5395  -4.8524  0.2800  -0.03
C  2.3200  -4.1805  0.4821  -0.29
N  2.4822  -2.8717  0.3720  0.06
C  0.9947  -4.8224  0.8174  -0.36
C  0.6064  -5.8576  -0.2401  -0.08
C  -0.1276  -3.8115  1.0355  -0.10
H  2.4582  0.8655  -6.2398  0.07
H  3.5423  -0.3280  -5.5102  0.08
H  3.9297  1.3883  -5.4113  0.06
H  1.9274  1.7572  -3.9765  0.13
H  1.5391  -1.2634  -4.1552  0.05
H  0.5499  -0.0599  -5.0079  0.08
H  0.5329  -0.1661  -3.2405  0.03
H  4.8050  2.0854  -3.1854  0.09
H  5.8481  0.8500  -0.9870  0.11
H  5.7094  -1.5996  -0.1378  0.11
H  6.5315  -0.0083  1.4483  0.11
H  5.7741  1.2285  3.7805  0.09
H  3.4486  0.7323  5.2018  0.13
H  1.8276  2.3819  3.2121  0.04
H  3.2588  2.9332  4.0801  0.08
H  1.7796  2.5495  4.9744  0.07
H  1.0077  -0.0499  3.5343  0.02
H  1.0886  0.0819  5.2777  0.07
H  2.0023  -1.1831  4.4373  0.09
H  5.4989  -3.8744  -0.1457  0.11
H  3.7299  -5.9102  0.3113  0.09
H  1.1399  -5.3703  1.7586  0.14
H  0.4325  -5.3789  -1.2053  0.02
H  -0.3073  -6.3785  0.0543  0.07
H  1.3942  -6.5999  -0.3669  0.07
H  -0.2947  -3.2387  0.1244  0.01
H  0.1365  -3.1281  1.8444  0.05
H  -1.0585  -4.3256  1.2830  0.08
O  1.5268  1.9379  0.8031  -0.31
H  1.1422  1.7091  -0.0841  -0.07
H  2.2217  1.2829  1.0002  -0.05
O  -1.4591  -1.0433  3.4369  -0.14
H  -1.2169  -1.9164  3.1108  0.02
H  -2.0093  -0.6787  2.7013  -0.04
O  -3.1711  0.9170  0.3734  -0.33
N  -2.2797  0.5177  1.3550  -0.51
C  -1.1508  3.1260  -3.0623  -0.12
O  -0.2746  2.6337  -2.0603  -0.23
C  -0.4560  1.3760  -1.5000  -0.30
C  -1.6467  0.7199  -1.7583  -0.17
H  -1.2245  2.4186  -3.8950  0.08
H  -0.7098  4.0611  -3.4108  0.09
H  -2.1480  3.3163  -2.6643  0.06
H  -2.2961  1.0251  -2.5840  0.06
H  -2.5079  0.9420  -0.4697  0.00
H  -1.5460  -0.3638  -1.6990  0.02
C  -4.2344  -3.6554  -4.3568  -0.08
C  -3.4445  -2.3671  -4.5558  -0.25
N  -2.2703  -2.2696  -3.7178  -0.01
C  -1.1174  -2.9797  -3.8654  -0.81
S  -0.0116  -3.0665  -2.6192  0.75
N  -0.9171  -3.5473  -5.0744  -0.01
C  0.2470  -4.3467  -5.4013  -0.28
C  0.0436  -5.8228  -5.1026  -0.09
H  -5.1103  -3.6778  -5.0059  0.07
H  -4.5707  -3.7373  -3.3237  0.08
H  -3.6227  -4.5319  -4.5743  0.06
H  -4.0680  -1.5019  -4.3239  0.12
H  -3.1543  -2.2465  -5.6042  0.11
H  -2.4028  -1.9456  -2.7708  0.10
H  -1.6887  -3.5806  -5.7183  0.11
H  1.0779  -3.9572  -4.8122  0.08
H  0.4740  -4.1834  -6.4573  0.11
H  -0.1102  -5.9649  -4.0339  0.06
H  0.9194  -6.3977  -5.4023  0.07
H  -0.8221  -6.2201  -5.6361  0.07
C  -3.3424  3.4354  6.6314  -0.19
Si  -2.8616  2.1934  5.3063  0.39
C  -1.8096  0.8879  6.1233  -0.18
C  -4.4231  1.4419  4.6102  -0.17
C  -1.9483  3.0701  3.9411  -0.48
Te  -1.1608  1.8714  2.2934  1.63
C  -1.2068  3.6433  1.1129  -0.46
Si  -2.7317  4.6136  0.5647  0.46
C  -4.0494  3.7484  -0.4330  -0.16
C  -3.6455  5.4431  1.9829  -0.20
C  -2.0062  5.9989  -0.4764  -0.18
H  -3.9467  2.9550  7.4025  0.02
H  -3.9208  4.2611  6.2155  0.02
H  -2.4582  3.8555  7.1121  0.02
H  -2.3897  0.3466  6.8720  0.03
H  -0.9550  1.3463  6.6241  0.03
H  -1.4352  0.1672  5.3974  0.00
H  -4.9484  0.8546  5.3641  0.03
H  -4.1956  0.7912  3.7647  0.02
H  -5.0993  2.2210  4.2537  0.03
H  -1.0308  3.5315  4.3180  0.01
H  -2.5622  3.8553  3.5123  -0.04
H  -0.6242  3.3911  0.2261  -0.01
H  -0.5989  4.3405  1.6999  0.03
H  -4.2065  2.7352  -0.0718  0.01
H  -3.8040  3.6912  -1.4894  0.01
H  -4.9754  4.3206  -0.3342  0.03
H  -4.2223  4.7298  2.5717  0.02
H  -4.3517  6.1524  1.5464  0.03
H  -2.9877  5.9909  2.6578  0.03
H  -1.2374  5.6228  -1.1507  0.02
H  -1.5528  6.7709  0.1462  0.03
H  -2.7854  6.4676  -1.0793  0.03